# C9H11N2

An isolated ion of composition C9H11N2 and charge +1 in a non-equilibrium geometry (ωB97M-V with the def2-TZVPD basis set, the Open Molecules 2025 dataset).

Summary:
2S+1: 1
Relative energy (zero: lowest compared OMol25 entry of this formula, charge and spin) (kcal/mol): 123.3
HOMO level (spin up / spin down) (eV): -12.889 / -12.889
Charge: +1
Orbital gap (spin up / spin down) (eV): 7.93 / 7.93

Last column: Löwdin charge in e.
Cartesian coordinates (Å):
C  0.511  -1.162  -1.525  -0.06
C  -0.438  -0.315  -1.185  -0.08
C  1.391  -1.624  0.630  0.01
C  -0.567  -0.481  1.990  -0.06
C  -2.424  0.349  0.875  -0.12
C  0.393  -0.981  1.144  0.01
C  1.797  -1.182  -0.830  -0.11
C  -0.423  0.811  -0.302  -0.23
C  0.677  1.874  -0.304  0.03
N  -1.921  -0.303  1.812  0.13
N  -1.611  1.212  0.142  0.11
H  0.386  -1.934  -2.270  0.14
H  -1.446  -0.528  -1.572  0.15
H  1.772  -2.585  0.845  0.12
H  -0.433  -0.081  3.041  0.16
H  -3.464  0.519  0.786  0.14
H  2.400  -1.975  -1.265  0.12
H  2.278  -0.243  -0.810  0.10
H  1.505  1.667  0.228  0.04
H  0.282  2.852  -0.226  0.08
H  1.198  1.935  -1.371  0.16
H  -1.864  2.173  0.167  0.16